1.
A structure of composition C47H35BrClMoN8OP at a distorted geometry. Source: the Open Molecules 2025 dataset; level of theory: ωB97M-V with the def2-TZVPD basis set.

```
95
Properties=species:S:1:pos:R:3
Mo -0.10209 -0.55785 2.13226
C -2.75554 -3.98143 2.94511
C -3.84762 -3.39572 3.57278
C -3.82627 -2.03723 3.82372
C -2.72597 -1.28936 3.42246
N -1.70449 -1.85382 2.74706
C -1.71069 -3.17662 2.55086
C -2.48761 0.10728 3.78205
C -3.27598 0.85624 4.63822
C -2.85031 2.11973 5.01019
C -1.59621 2.55439 4.61031
C -0.83239 1.75063 3.78452
N -1.31713 0.58301 3.30117
C 0.58549 1.98187 3.48825
C 1.25196 3.17082 3.73501
C 2.60898 3.25524 3.47085
C 3.27534 2.12829 3.02057
C 2.55177 0.96746 2.81302
N 1.23751 0.89879 3.00846
H -2.71781 -5.04658 2.77028
H -4.68391 -4.00411 3.88809
H -4.64093 -1.56132 4.34949
H -0.81864 -3.58725 2.09905
H -4.19531 0.45043 5.03314
H -3.46092 2.73060 5.66009
H -1.21882 3.49699 4.97827
H 0.72032 4.02592 4.12668
H 3.14086 4.18368 3.62628
H 4.33694 2.14360 2.82143
H 3.04098 0.06261 2.49385
N 0.27888 -1.78060 -0.83909
P -1.15327 -1.30257 -0.06147
C -2.24845 -2.70474 -0.48455
C -3.56692 -2.49598 -0.88596
C -4.35851 -3.57128 -1.26124
C -3.84493 -4.85909 -1.23443
C -2.53704 -5.07673 -0.82215
C -1.73994 -4.00647 -0.45327
C -1.77154 0.00697 -1.15374
C -2.84628 0.77407 -0.70611
C -3.43735 1.70801 -1.54076
C -2.94741 1.89183 -2.82608
C -1.85913 1.15169 -3.26497
C -1.26826 0.21194 -2.43380
C 1.38598 -2.18347 -0.12592
C 2.38499 -2.91675 -0.76979
C 3.45580 -3.38003 -0.04270
C 3.51463 -3.08149 1.31690
C 2.51592 -2.32068 1.86972
N 1.44482 -1.86194 1.17964
H 0.17537 -2.23715 -1.73417
H -3.97665 -1.49665 -0.92059
H -5.37424 -3.39885 -1.59064
H -4.45963 -5.69547 -1.53863
H -2.13457 -6.08088 -0.79730
H -0.71421 -4.18427 -0.14867
H -3.20823 0.64342 0.31014
H -4.27801 2.29349 -1.19229
H -3.41430 2.60978 -3.48668
H -1.48350 1.29473 -4.26999
H -0.41191 -0.34631 -2.78815
H 2.29660 -3.12434 -1.82788
H 4.22088 -3.98214 -0.51351
H 4.31439 -3.44865 1.94282
H 2.53320 -2.10026 2.92473
Br 3.05922 -1.22610 -6.30682
C 2.67021 0.52585 -5.70821
C 3.55595 1.55988 -5.96992
C 3.28613 2.82641 -5.48023
C 2.17066 3.03911 -4.67262
C 1.24531 2.00428 -4.48118
C 1.49701 0.75069 -4.99883
N 2.01883 4.31138 -4.10574
N 1.48104 4.53960 -3.01214
C 1.28090 3.65865 -1.95872
C 0.13767 3.84116 -1.20612
C -0.25887 2.92604 -0.23526
C 0.48003 1.78433 0.01944
O 0.01408 0.82602 0.81208
C 1.75461 1.64121 -0.63859
N 2.50045 0.55841 -0.32799
C 3.69719 0.44447 -0.85681
C 4.27538 1.42758 -1.67211
C 3.52056 2.51473 -2.02109
C 2.18973 2.61735 -1.56846
H 4.44766 1.37548 -6.55244
H 3.96259 3.64926 -5.66987
H 0.33402 2.19715 -3.92905
H 0.79689 -0.06046 -4.84879
H -0.49326 4.68621 -1.44937
H -1.17327 3.08757 0.32060
H 4.25351 -0.44936 -0.58659
H 5.29963 1.32951 -2.00387
H 3.94741 3.30210 -2.62509
Cl 0.58006 -1.61396 4.20090
```

Results
Energy above the lowest of the compared OMol25 structures with the same formula, charge and spin   87.9 kJ/mol
HOMO energy (alpha / beta)   -0.426 / -0.427 hartree
Frontier orbital gap (alpha / beta)   5.56 / 4.72 eV
Maximum force   2.1 eV/A
LUMO level (alpha / beta)   -6.04 / -6.89 eV
E_tot   -5768.7215 Ha
Spin multiplicity   3
Charge   +2

Results of the Löwdin charge analysis, in e, for atoms 1 through 8:
1 Mo 1.4478
2 C 0.0004
3 C 0.0037
4 C 0.0343
5 C -0.2033
6 N -0.1714
7 C -0.1601
8 C -0.1783


2.
A cluster of 8 separate species, C47H36BrNO17 in total at a distorted geometry. Source: the Open Molecules 2025 dataset; level of theory: ωB97M-V with the def2-TZVPD basis set.

```
102
Properties=species:S:1:pos:R:3
N 0.19698 -1.77365 -4.24645
C -0.56750 -0.52906 -4.08392
C -1.96446 -0.60891 -4.69600
C -3.04838 -1.43325 -3.98112
Br -2.43646 -2.71785 -2.66747
C -3.98080 -2.15750 -5.01667
O -5.27246 -1.53053 -4.82231
C -4.97912 -0.35146 -4.23053
O -5.44498 0.71260 -4.47350
O -3.99501 -0.59228 -3.30648
H -0.07817 -2.24945 -5.09458
H 1.17626 -1.53619 -4.34442
H -0.05755 0.28942 -4.61027
H -0.63940 -0.24983 -3.02875
H -1.88914 -0.90898 -5.74616
H -2.36046 0.41649 -4.70142
H -3.67249 -1.94375 -6.04308
H -4.10174 -3.23037 -4.89071
O 0.34176 -1.46419 -7.26403
C 0.61633 -1.96319 -8.33759
C 1.58360 -1.31724 -9.25659
C 1.88410 -1.86043 -10.43293
C 1.26566 -3.13726 -10.87308
O 1.53956 -3.63344 -11.94234
C 0.29758 -3.78358 -9.94922
C -0.00199 -3.23872 -8.77368
H 2.02160 -0.38842 -8.91424
H 2.58551 -1.40747 -11.12171
H -0.14035 -4.71308 -10.28964
H -0.70238 -3.69311 -8.08401
O -0.87054 1.55628 -1.35989
C -1.82526 1.82977 -0.66007
C -3.20612 1.48338 -1.07397
C -4.24517 1.78014 -0.29717
C -4.06668 2.46272 1.00956
O -5.01506 2.72480 1.71800
C -2.68024 2.80130 1.42092
C -1.64065 2.50612 0.64573
H -3.31968 0.98047 -2.02384
H -5.26404 1.53872 -0.57393
H -2.56601 3.29417 2.37853
H -0.62699 2.74247 0.93072
O 0.52279 3.50166 2.73772
C 1.28736 2.67758 3.19607
C 1.10980 1.22848 2.92024
C 1.93568 0.32240 3.43479
C 3.06936 0.72554 4.30364
O 3.82323 -0.09628 4.77896
C 3.25203 2.17451 4.57328
C 2.42458 3.08006 4.05907
H 0.27496 0.95559 2.28731
H 1.82189 -0.73976 3.25235
H 4.08926 2.44138 5.20692
H 2.53388 4.14121 4.24288
O -0.21727 -3.15399 3.03916
C -1.11691 -2.79475 3.76848
C -2.43319 -2.37564 3.22219
C -3.41502 -1.97464 4.02566
C -3.23683 -1.93048 5.49987
O -4.13073 -1.56741 6.23131
C -1.92156 -2.35532 6.04438
C -0.94057 -2.75873 5.24202
H -2.54004 -2.41737 2.14538
H -4.38383 -1.66663 3.65319
H -1.81627 -2.31765 7.12116
H 0.02586 -3.07461 5.61459
O -9.21398 3.65926 -8.62897
C -8.33769 3.88198 -7.82081
C -7.81821 2.81824 -6.92776
C -6.85659 3.06148 -6.03961
C -6.26304 4.41719 -5.91156
O -5.38315 4.64774 -5.11015
C -6.78245 5.48552 -6.80426
C -7.74346 5.23688 -7.68919
H -8.26694 1.83940 -7.04206
H -6.46473 2.29416 -5.38085
H -6.33424 6.46447 -6.69040
H -8.13799 5.99745 -8.35105
O 9.43617 -2.69464 4.06544
C 8.97945 -1.66363 4.51028
C 7.55678 -1.55304 4.91264
C 7.06332 -0.41719 5.39776
C 7.91819 0.78078 5.55923
O 7.46724 1.81491 6.01406
C 9.34345 0.67743 5.15898
C 9.83571 -0.45788 4.67204
H 6.94950 -2.44062 4.79198
H 6.02889 -0.31277 5.68509
H 9.94603 1.56763 5.28835
H 10.87089 -0.56359 4.37319
O 3.60183 0.16488 11.78333
C 3.99227 -0.33818 10.75287
C 4.93225 0.37588 9.85242
C 5.35985 -0.17428 8.71912
C 4.91375 -1.53108 8.30816
O 5.29672 -2.04043 7.27686
C 3.97224 -2.24459 9.20802
C 3.54606 -1.69331 10.34082
H 5.24316 1.36236 10.17201
H 6.04130 0.33948 8.05179
H 3.66119 -3.23051 8.88659
H 2.86150 -2.19530 11.01269
```

Results
SMILES   NCC[C@]1(Br)COC(=O)O1.O=C1C=CC(=O)C=C1.O=C1C=CC(=O)C=C1.O=C1C=CC(=O)C=C1.O=C1C=CC(=O)C=C1.O=C1C=CC(=O)C=C1.O=C1C=CC(=O)C=C1.O=C1C=CC(=O)C=C1
Energy above the lowest of the compared OMol25 structures with the same formula, charge and spin   22.6 kJ/mol
HOMO energy   -0.333 hartree
Frontier orbital gap   7.10 eV
Maximum force   1.2 eV/A
LUMO level   -1.97 eV
E_tot   -5720.1898 Ha
Spin multiplicity   1
Charge   0

Results of the Löwdin charge analysis, in e, for atoms 1 through 8:
1 N -0.0255
2 C -0.2940
3 C -0.1514
4 C -0.7486
5 Br 0.8416
6 C -0.1090
7 O 0.0673
8 C -0.5368


Which value of spin multiplicity does entry 1 give?
3


What is the formula in the second record?
C47H36BrNO17


The highest maximum force belongs to which entry?
C47H35BrClMoN8OP


Which formula does entry 2 have?
C47H36BrNO17